Entry from OMol25: one molecule with the formula C5H9N3O in a non-equilibrium geometry (ωB97M-V/def2-TZVPD).

```
18
Properties=species:S:1:pos:R:3:forces:R:3:lowdin_charge:R:1
C 0.9919 1.5590 0.0428 -3.5 -0.2 2.0 -0.190
N -0.2649 1.8172 0.0181 1.2 1.7 0.3 0.020
C -1.4124 0.9967 0.3530 1.2 -1.6 -0.6 -0.201
C -1.5689 0.1769 -0.9910 4.8 2.2 1.8 -0.110
O -0.3288 -0.6257 -1.2193 -0.9 -0.8 -0.1 -0.170
C -0.2007 -1.8410 -0.4201 -0.9 0.7 -2.1 -0.186
C 0.4972 -1.6293 0.8072 1.2 3.4 2.7 -0.139
N 1.0659 -0.5517 1.2632 -0.4 -2.0 0.5 0.018
N 1.6567 0.3746 0.4383 0.4 0.6 -1.9 -0.040
H 1.6483 2.3837 -0.0676 0.7 0.6 -0.9 0.100
H -2.3677 1.5199 0.3486 0.3 0.7 0.5 0.102
H -1.1604 0.5583 1.3372 -0.9 -0.5 -0.6 0.110
H -2.3850 -0.4246 -1.1070 -2.4 -1.3 -0.5 0.078
H -1.4444 1.1610 -1.5551 -0.6 -2.2 -0.8 0.139
H -1.1686 -2.2854 -0.2201 -0.6 0.2 0.4 0.126
H 0.2608 -2.6832 -0.9135 0.5 0.1 -1.3 0.121
H 0.3766 -2.2779 1.6371 -0.6 -1.1 0.4 0.102
H 1.8252 -0.0007 -0.4942 0.5 -0.6 0.0 0.121
```
Forces are in eV/Å.

Results
- E_HOMO (Ha) = -0.305
- relative energy (zero: lowest compared OMol25 entry of this formula, charge and spin) (kJ/mol) = 517.43
- SMILES = C1=N\CCOC/C=N\N/1
- largest force on an atom (eV/Å) = 5.59
- calculated total energy (eV) = -11844.045
- spin multiplicity = 1